No. 1
C7H30NO7 | ωB97M-V/def2-TZVPD

The net charge is +1. For the energy relative to the best compared isomer or geometry (same formula, charge and spin), the calculation gives 442.2 kJ/mol. For the LUMO energy, the calculation gives -3.0 eV. As for the spin multiplicity: 1. The calculation puts the highest occupied orbital energy at -12.40 eV.

Last column: Mulliken charge in e.
Positions of all 45 atoms, in Å:
C -2.0867 2.3753 0.7875  -1.796
C -1.2070 1.0692 0.9709  0.595
C -2.1452 -0.0341 1.2749  -0.763
C -1.4901 -1.0132 2.3329  -0.889
C 0.3253 -2.5607 1.2888  -1.769
C -0.9499 -2.2359 1.5602  1.352
C -2.0421 -3.0528 0.9387  -1.418
N -0.4877 0.8573 -0.4652  0.228
H -2.6258 2.4756 -0.1001  0.418
H -1.4954 3.2340 1.0077  0.359
H -2.9219 2.3895 1.5161  0.471
H -0.4092 1.3181 1.8044  0.271
H -3.1477 0.1787 1.6957  0.499
H -2.5618 -0.6548 0.3526  0.191
H -0.6454 -0.4979 2.8812  0.450
H -2.2444 -1.1330 3.1781  0.357
H 0.3655 -3.5574 0.9618  0.382
H 1.2313 -2.1360 1.5937  0.483
H -2.9596 -3.1053 1.3843  0.478
H -2.2687 -2.5063 0.0268  0.245
H -1.8583 -4.1550 0.6085  0.337
H 0.4403 0.7941 -0.4525  0.262
H -0.8896 -0.0616 -0.8838  0.194
H -0.5727 1.6812 -1.1057  0.256
H 3.0585 0.1246 0.1719  0.285
H 4.3147 -0.5893 0.1110  0.281
O 3.3398 -0.7429 0.0240  -0.583
H 3.5092 2.7340 1.0318  0.230
H 3.2106 1.6736 1.8832  0.287
O 3.5282 1.8713 1.0435  -0.542
H 3.3829 -1.7095 -1.7727  0.383
H 2.9313 -3.0621 -1.2967  0.322
O 3.2438 -2.5620 -2.0812  -0.630
H 2.1765 2.8711 -1.5013  0.258
H 1.9080 2.1464 -2.5655  0.257
O 2.4786 2.0618 -1.8401  -0.500
H -0.1240 3.6349 -2.5244  0.258
H -0.1706 4.0604 -1.0330  0.294
O -0.4199 3.3787 -1.6878  -0.631
H -2.8431 -0.9522 -2.2422  0.284
H -1.7301 -0.2412 -3.1948  0.277
O -2.0812 -0.3337 -2.2899  -0.567
H 0.4296 -1.5967 -0.7310  0.366
H 1.6838 -1.4561 -1.3249  0.046
O 0.8201 -0.9801 -1.3372  -0.567

=====

No. 2
C7H9N5 | ωB97M-V/def2-TZVPD

The net charge is 0. For the energy relative to the best compared isomer or geometry (same formula, charge and spin), the calculation gives 463.2 kJ/mol. For the LUMO energy, the calculation gives -0.1 eV. As for the spin multiplicity: 1. The calculation puts the highest occupied orbital energy at -8.55 eV.

Last column: Mulliken charge in e.
Positions of all 21 atoms, in Å:
C 1.9269 0.9774 0.1771  0.505
C 2.7292 -1.7072 -0.7354  -0.355
C -3.8424 -1.2091 0.1793  -0.877
C -2.7795 -0.4160 0.1601  0.345
C -2.8271 0.9817 -0.1859  -0.486
C -2.8629 2.1530 -0.4824  0.198
C -1.4598 -0.9539 0.5150  0.087
H 3.1682 1.3198 1.7115  0.271
H 2.3812 -0.2293 1.7447  0.255
H 1.2745 2.3943 -0.8885  0.240
H 0.3933 0.3441 -0.9747  0.215
H 3.5106 -1.2268 -0.1138  0.331
H 2.9403 -2.6788 -1.2073  0.253
H -4.8269 -0.8237 -0.0853  0.325
H -3.7529 -2.2544 0.4576  0.330
H -2.8951 3.1928 -0.7449  0.405
N 2.7757 0.5148 1.1683  -0.521
N 1.8412 2.2313 -0.0636  -0.760
N 1.1680 -0.0206 -0.4572  0.064
N 1.5768 -1.2232 -0.9791  -0.540
N -0.4394 -1.3662 0.8046  -0.285

=====

No. 3
C4H11N3O | ωB97M-V/def2-TZVPD

The net charge is 0. For the energy relative to the best compared isomer or geometry (same formula, charge and spin), the calculation gives 147.3 kJ/mol. For the LUMO energy, the calculation gives 0.7 eV. As for the spin multiplicity: 1. The calculation puts the highest occupied orbital energy at -8.76 eV.

Last column: Mulliken charge in e.
Positions of all 19 atoms, in Å:
N 1.5118 2.6421 0.7963  -0.590
C 1.6458 1.1924 0.6152  -0.093
C 0.9520 0.7984 -0.6859  -0.963
N -0.3315 0.1195 -0.4241  -0.338
C -0.2118 -1.3344 -0.2572  -0.559
C -1.4640 -1.8442 0.4810  0.400
N -2.5986 -1.7659 -0.3152  -0.406
O -1.5262 -2.3248 1.5816  -0.581
H 0.6447 3.0000 0.4569  0.156
H 1.8490 3.0317 1.6465  0.183
H 2.6548 0.8969 0.8579  0.361
H 0.9631 0.7022 1.3387  0.203
H 1.5792 0.1675 -1.3247  0.257
H 0.6507 1.6804 -1.2532  0.523
H -1.0090 0.3227 -1.1444  0.228
H 0.6824 -1.5734 0.3139  0.434
H -0.1378 -1.8400 -1.2270  0.365
H -3.2705 -2.5171 -0.2154  0.240
H -2.5842 -1.3539 -1.2409  0.181

=====

No. 4
C10H20N2P | ωB97M-V/def2-TZVPD

The net charge is +1. For the energy relative to the best compared isomer or geometry (same formula, charge and spin), the calculation gives 125.7 kJ/mol. For the LUMO energy, the calculation gives -3.6 eV. As for the spin multiplicity: 1. The calculation puts the highest occupied orbital energy at -12.62 eV.

Last column: Mulliken charge in e.
Positions of all 33 atoms, in Å:
C -0.8729 -2.0024 1.9126  -0.362
C -0.6002 0.7392 -2.3375  -0.574
C 0.5172 -1.4980 2.4046  -0.919
C 0.5884 -0.2926 -2.4989  -0.845
C -1.8034 -0.8093 1.7115  -0.830
C -0.1982 2.0837 -1.7013  -1.016
C 0.1133 0.5270 1.0278  0.244
C 0.5395 1.9113 0.6604  -0.899
C 1.0796 -0.3838 1.5912  -0.508
C 0.8082 -1.4037 -1.5091  -0.395
N -1.1838 0.3227 0.9613  0.025
N -0.4824 2.4629 -0.2837  -0.383
P 1.8830 -1.3003 0.0379  -0.009
H -0.8126 -2.5946 0.8301  0.134
H -1.2899 -2.8245 2.5870  0.383
H -0.8197 0.8229 -3.3911  0.421
H -1.3473 0.1564 -1.8805  0.320
H 0.2899 -1.1792 3.3982  0.418
H 1.0719 -2.5183 2.3005  0.320
H 0.4838 -0.7825 -3.3631  0.645
H 1.4105 0.5039 -2.6556  0.222
H -2.6666 -1.1560 1.2613  0.478
H -2.1731 -0.2994 2.6303  0.371
H 0.8670 2.3762 -1.8352  0.420
H -0.6839 2.8858 -2.0951  0.569
H 0.4548 2.5011 1.4877  0.397
H 1.5737 1.7478 0.3099  0.435
H 1.9223 0.1300 1.8685  0.751
H 1.2780 -2.2433 -2.1928  0.417
H -0.1883 -1.8721 -1.0225  0.015
H -0.6193 3.4469 -0.3128  0.288
H -1.9135 0.8490 0.5417  0.385
H 2.7742 -0.3069 -0.4435  0.084

=====

Let's list molecular weight in order: 240.32; 163.18; 117.15; 199.26 g/mol.